Density functional theory data (ωB97M-V/def2-TZVPD) for C3H7F2NO2S as an isolated structure.

Last column: natural (NBO) charge in e.
Atoms and positions in Å:
C  -2.039860  0.689173  -0.745109  -0.002
C  -1.602036  -0.065463  1.459437  -0.481
C  3.068941  0.686097  -0.809757  0.431
N  -1.613317  -0.170579  0.072352  -0.420
O  -1.006743  -2.881814  0.591971  -0.902
O  0.877305  -1.686613  -0.391543  -0.922
F  2.721199  1.551558  -1.833854  -0.369
F  2.474739  1.240370  0.293968  -0.359
S  -0.465209  -2.135010  -0.518383  1.697
H  2.545824  -0.173043  -1.027670  0.163
H  -1.521180  0.581965  -1.701910  0.184
H  -2.454394  1.688181  -0.606526  0.176
H  -0.658441  0.084590  2.090091  0.251
H  -2.315219  0.717826  1.832325  0.184
H  -2.107821  -0.833484  1.963374  0.235
H  4.096212  0.706247  -0.668767  0.133

Forces on the atoms, in the same order (eV/Å):
C 2.28 0.16 -0.65
C -1.45 2.42 3.55
C -2.39 3.00 -0.08
N 0.93 0.19 -0.63
O 0.17 0.23 -0.24
O 1.26 0.55 0.20
F 0.61 -0.09 -0.15
F 0.26 -0.22 0.40
S -1.41 -0.94 -0.16
H -0.46 -2.41 -0.24
H -1.12 -0.32 -0.61
H -0.46 -0.26 0.83
H -0.68 -0.25 -1.92
H 0.78 0.35 -0.55
H -0.25 -2.14 0.14
H 1.94 -0.28 0.09

Energy above the lowest of the compared OMol25 structures with the same formula, charge and spin (kcal/mol): 35.93
E_HOMO (eV): -9.93